The following is a quantum chemistry calculation of a cluster of 7 separate species, C50H93F12IN2O15S in total in a non-equilibrium geometry, from the Open Molecules 2025 dataset.

As for the SMILES: CNCN[C@](CCCCCOC)(CC[C@@H](C)CCC=C(C)C)[C@H](O)O[C@](I)(CCC(F)(F)C(F)(F)S(F)(F)(F)(F)F)C(F)(F)F.CCOC(C)=O.CCOC(C)=O.CCOC(C)=O.CCOC(C)=O.CCOC(C)=O.CCOC(C)=O. Its frontier orbital gap is 0.24050 Eh. The calculation puts the HOMO energy at -6.48 eV. The value obtained for the total energy is -138591.984 eV. The value obtained for the LUMO energy is 0.06 eV.

Each line ends with the Mulliken charge.
Cartesian coordinates (Å):
C: -0.84 6.07 0.44  -0.991
N: -0.91 4.70 -0.07  0.045
C: -0.10 3.74 0.67  -0.987
N: -0.83 3.09 1.75  -0.076
C: -2.05 2.39 1.35  3.222
C: -2.24 1.23 2.35  -2.846
C: -2.31 1.67 3.84  -0.977
C: -3.31 0.73 4.57  -0.402
C: -2.77 -0.70 4.60  -0.607
C: -3.83 -1.79 4.30  -0.772
O: -4.81 -1.38 3.37  -0.197
C: -6.14 -1.61 3.78  -0.577
C: -2.03 1.75 -0.07  -1.748
C: -0.96 0.67 -0.28  -1.567
C: -0.70 0.30 -1.75  0.724
C: -0.32 1.53 -2.61  -1.246
C: 0.54 -0.63 -1.81  -0.600
C: 0.50 -1.78 -0.78  -0.598
C: 1.63 -2.80 -0.88  -0.811
C: 2.80 -2.67 -0.23  0.437
C: 3.35 -3.72 0.72  -0.854
C: 3.64 -1.40 -0.40  -0.671
C: -3.31 3.37 1.35  -1.897
O: -3.00 4.57 1.99  -0.405
O: -4.41 2.67 1.92  0.180
C: -5.57 3.43 2.11  -0.127
I: -7.18 1.92 2.12  0.005
C: -5.91 4.42 0.99  -1.460
C: -6.24 3.75 -0.35  -0.857
C: -6.04 4.75 -1.49  0.643
F: -6.51 5.94 -1.02  -0.370
F: -4.76 4.98 -1.76  -0.284
C: -6.88 4.49 -2.77  0.459
F: -8.16 4.62 -2.44  -0.277
F: -6.64 5.45 -3.63  -0.263
S: -6.67 2.83 -3.60  1.465
F: -7.99 3.11 -4.45  -0.376
F: -5.85 3.51 -4.79  -0.346
F: -5.30 2.52 -2.89  -0.335
F: -7.51 2.09 -2.51  -0.293
F: -6.53 1.45 -4.37  -0.305
C: -5.65 4.12 3.52  0.977
F: -6.92 4.15 3.94  -0.303
F: -5.31 5.40 3.46  -0.268
F: -4.96 3.50 4.43  -0.173
H: -1.86 6.45 0.54  0.192
H: -0.40 6.14 1.43  0.305
H: -0.32 6.77 -0.24  0.372
H: -0.62 4.73 -1.04  0.289
H: 0.72 4.30 1.15  0.621
H: 0.38 3.07 -0.04  0.159
H: -0.21 2.43 2.21  0.465
H: -3.11 0.64 2.06  0.568
H: -1.40 0.53 2.28  1.371
H: -1.33 1.50 4.30  0.562
H: -2.56 2.72 3.98  0.226
H: -4.25 0.83 4.04  -0.057
H: -3.46 1.16 5.57  0.613
H: -2.42 -0.89 5.62  0.506
H: -1.91 -0.87 3.95  0.221
H: -3.29 -2.64 3.84  0.298
H: -4.23 -2.17 5.24  0.422
H: -6.26 -1.67 4.87  0.368
H: -6.54 -2.52 3.33  0.252
H: -6.75 -0.76 3.45  -0.074
H: -1.99 2.50 -0.87  0.267
H: -3.00 1.26 -0.19  0.792
H: -1.28 -0.21 0.28  0.567
H: 0.01 0.94 0.15  0.355
H: -1.52 -0.25 -2.21  0.359
H: 0.16 1.16 -3.52  0.127
H: 0.45 2.07 -2.04  0.150
H: -1.18 2.18 -2.81  0.353
H: 0.66 -1.07 -2.80  0.460
H: 1.45 -0.06 -1.61  0.116
H: -0.43 -2.34 -0.89  0.461
H: 0.53 -1.42 0.25  0.210
H: 1.49 -3.70 -1.49  0.397
H: 2.58 -4.15 1.36  0.022
H: 4.06 -3.20 1.37  0.327
H: 3.94 -4.51 0.22  0.297
H: 4.69 -1.72 -0.31  0.265
H: 3.42 -0.66 0.38  0.133
H: 3.43 -1.01 -1.39  0.098
H: -3.45 3.63 0.30  0.249
H: -3.05 4.48 2.95  0.510
H: -6.82 4.93 1.30  0.720
H: -5.17 5.21 0.89  0.338
H: -5.68 2.82 -0.51  0.706
H: -7.29 3.46 -0.39  0.885
C: 1.30 -5.85 6.29  -0.717
C: 0.35 -6.51 5.31  -0.599
O: 0.38 -5.86 4.03  -0.315
C: 1.28 -6.14 3.07  0.804
C: 2.49 -6.98 3.41  -1.129
O: 1.14 -5.67 1.97  -0.599
H: 2.33 -5.91 5.96  0.234
H: 1.22 -6.32 7.27  0.404
H: 1.06 -4.79 6.38  0.206
H: 0.54 -7.58 5.20  0.361
H: -0.67 -6.41 5.66  0.332
H: 3.31 -6.31 3.67  0.253
H: 2.76 -7.56 2.53  0.350
H: 2.33 -7.69 4.22  0.400
C: -6.29 2.72 -7.75  -0.594
C: -6.84 2.18 -9.06  -0.675
O: -5.79 1.85 -9.97  -0.358
C: -5.15 0.67 -9.97  0.714
C: -5.32 -0.26 -8.80  -0.868
O: -4.40 0.41 -10.87  -0.564
H: -5.68 1.98 -7.24  0.203
H: -7.10 3.02 -7.09  0.252
H: -5.65 3.58 -7.94  0.311
H: -7.51 1.34 -8.91  0.389
H: -7.43 2.96 -9.55  0.331
H: -4.52 -0.08 -8.08  0.213
H: -5.25 -1.29 -9.16  0.319
H: -6.28 -0.18 -8.30  0.311
C: 3.77 -0.16 7.82  -0.964
C: 2.56 -1.06 7.89  -0.423
O: 2.86 -2.38 7.44  -0.352
C: 3.39 -3.34 8.22  0.783
C: 3.96 -2.97 9.57  -1.118
O: 3.45 -4.47 7.80  -0.516
H: 4.58 -0.51 8.47  0.279
H: 3.51 0.86 8.11  0.357
H: 4.17 -0.14 6.80  0.288
H: 2.12 -1.08 8.89  0.367
H: 1.79 -0.69 7.22  0.324
H: 5.03 -2.79 9.46  0.285
H: 3.80 -3.81 10.25  0.316
H: 3.49 -2.10 10.03  0.365
C: 0.82 -1.25 -8.44  -1.046
C: 0.06 -0.81 -7.21  -0.369
O: 0.79 -1.07 -6.01  -0.336
C: 1.72 -0.23 -5.51  0.860
C: 2.23 0.90 -6.35  -1.242
O: 2.17 -0.45 -4.41  -0.524
H: 1.76 -0.70 -8.56  0.280
H: 0.22 -1.10 -9.34  0.376
H: 1.08 -2.31 -8.37  0.306
H: -0.24 0.24 -7.26  0.323
H: -0.86 -1.39 -7.13  0.329
H: 3.14 0.58 -6.87  0.334
H: 2.48 1.74 -5.70  0.319
H: 1.51 1.28 -7.08  0.392
C: 6.85 2.83 1.61  -1.035
C: 5.97 1.69 2.07  -0.468
O: 5.87 0.66 1.08  -0.313
C: 6.77 -0.33 0.94  0.837
C: 8.09 -0.25 1.67  -1.322
O: 6.53 -1.24 0.19  -0.540
H: 7.88 2.50 1.44  0.281
H: 6.86 3.63 2.35  0.374
H: 6.49 3.23 0.66  0.312
H: 6.28 1.27 3.03  0.361
H: 4.95 2.05 2.21  0.353
H: 8.83 0.20 1.01  0.322
H: 8.40 -1.26 1.93  0.314
H: 8.04 0.31 2.61  0.435
C: 8.42 -4.54 -4.51  -0.925
C: 9.41 -4.74 -3.39  -0.353
O: 10.09 -3.53 -3.06  -0.384
C: 9.59 -2.60 -2.21  0.566
C: 8.15 -2.69 -1.78  -0.328
O: 10.30 -1.69 -1.86  -0.579
H: 7.63 -3.84 -4.23  0.266
H: 7.95 -5.49 -4.79  0.339
H: 8.92 -4.12 -5.39  0.294
H: 8.95 -5.18 -2.50  0.362
H: 10.19 -5.43 -3.71  0.309
H: 7.54 -2.07 -2.44  0.220
H: 8.07 -2.31 -0.77  -0.089
H: 7.75 -3.70 -1.76  0.296

=====

The following is a quantum chemistry calculation of a structure of composition C21H22N2O3S in a non-equilibrium geometry, from the Open Molecules 2025 dataset.

Its frontier orbital gap is 0.30784 Eh. The calculation puts the HOMO energy at -8.19 eV. The value obtained for the total energy is -42076.012 eV. The relative energy (zero: lowest compared OMol25 entry of this formula, charge and spin) comes out at 394.4 kcal per mole. The value obtained for the LUMO energy is 0.18 eV.

Each line ends with the Mulliken charge.
Cartesian coordinates (Å):
C: -5.54 -0.86 -2.60  -1.473
C: -4.65 -0.83 -1.42  0.675
C: -3.30 -0.40 -1.44  -1.284
C: -2.67 -0.48 -0.25  0.937
C: -3.35 -0.93 0.84  0.372
C: -4.79 -1.17 1.04  -0.942
C: -5.51 -1.24 -0.03  -0.988
H: -6.49 -1.35 -0.32  0.559
H: -5.28 -1.29 1.83  0.580
N: -2.61 -0.76 2.14  -0.186
C: -1.37 -0.19 2.28  0.013
O: -0.86 -0.30 3.24  -0.484
C: -0.64 -0.25 0.88  1.592
C: -1.32 -0.02 -0.13  -0.199
H: -0.86 0.12 -1.23  -0.092
C: 0.72 0.28 1.24  -2.303
N: 1.51 0.25 -0.10  0.796
C: 1.63 1.52 -0.74  0.199
O: 2.42 1.72 -1.92  -0.669
C: 1.07 2.87 -0.14  0.144
C: 1.74 3.99 -0.23  -0.150
C: 0.87 5.16 0.47  -0.700
C: -0.31 4.82 0.54  -0.305
S: -0.64 3.10 0.30  0.007
H: -1.14 5.48 0.56  0.406
H: 1.45 6.08 0.47  0.393
H: 2.85 3.89 -0.35  0.351
C: 2.00 -0.65 -0.79  -1.459
H: 1.33 -1.69 -0.23  0.194
H: 1.83 -0.80 -1.76  0.691
C: 3.48 -0.89 -0.60  -0.006
H: 3.96 -0.16 -1.10  0.532
C: 3.93 -1.17 0.93  -0.974
H: 4.09 -0.40 1.40  0.917
C: 5.09 -2.18 0.75  -0.928
H: 5.39 -2.49 1.68  0.615
C: 4.71 -2.98 -0.59  -0.937
H: 5.52 -3.35 -0.75  0.762
O: 3.87 -2.12 -1.24  -0.436
H: 3.98 -3.71 0.03  0.237
H: 6.08 -1.60 0.64  0.296
H: 2.98 -1.68 1.70  0.151
H: 1.19 -0.48 1.77  0.256
H: 0.81 1.12 1.68  1.156
H: -3.22 -0.87 2.95  0.219
H: -2.80 -0.32 -2.35  0.448
H: -5.94 -1.96 -2.79  0.280
H: -6.28 -0.30 -2.60  0.476
H: -4.94 -0.53 -3.65  0.262